{"formula": "C27H44BrNOP2SZn", "method": "wB97M-V/def2-TZVPD", "elements": ["C", "C", "C", "C", "N", "C", "C", "C", "C", "C", "C", "C", "C", "C", "Zn", "P", "H", "H", "H", "H", "H", "H", "H", "H", "C", "C", "H", "H", "H", "H", "H", "C", "C", "H", "H", "H", "H", "H", "C", "C", "H", "H", "H", "H", "H", "Br", "P", "C", "C", "H", "H", "H", "H", "H", "C", "C", "H", "H", "H", "H", "H", "C", "C", "H", "H", "H", "H", "H", "C", "S", "C", "O", "H", "H", "H", "H", "H", "H"], "positions_angstrom": [[2.362, 4.228, -0.995], [1.267, 3.657, -1.671], [1.344, 3.416, -3.062], [2.490, 3.874, -3.723], [3.492, 4.475, -3.089], [3.435, 4.661, -1.766], [0.141, 3.183, -0.931], [-0.493, 2.570, -0.061], [-1.782, 2.218, 0.437], [-2.086, 0.987, 1.077], [-3.478, 0.685, 1.260], [-4.392, 1.605, 0.821], [-4.102, 2.904, 0.438], [-2.768, 3.193, 0.254], [-1.841, -1.086, 0.804], [1.721, -0.498, -0.621], [0.573, 2.848, -3.571], [2.358, 4.304, 0.094], [2.567, 3.736, -4.793], [4.269, 5.168, -1.289], [-2.435, 4.171, -0.143], [-1.430, 0.821, 1.936], [-4.809, 3.680, 0.252], [-3.788, -0.232, 1.764], [2.394, -2.198, -0.276], [3.603, -2.676, -1.065], [1.536, -2.872, -0.431], [2.600, -2.190, 0.805], [3.782, -3.718, -0.773], [3.437, -2.668, -2.150], [4.514, -2.116, -0.816], [2.109, -0.165, -2.409], [3.520, 0.241, -2.797], [1.411, 0.646, -2.683], [1.796, -1.072, -2.954], [3.523, 0.338, -3.890], [3.796, 1.225, -2.393], [4.267, -0.519, -2.532], [2.875, 0.634, 0.285], [4.338, 0.232, 0.389], [2.449, 0.727, 1.298], [2.772, 1.611, -0.213], [4.832, 0.998, 0.999], [4.467, -0.730, 0.902], [4.836, 0.228, -0.588], [-6.223, 0.979, 0.706], [-1.596, -1.633, -1.668], [-0.574, -2.592, -2.881], [-1.184, -3.878, -3.451], [0.359, -2.850, -2.344], [-0.282, -1.925, -3.715], [-0.411, -4.362, -4.070], [-1.464, -4.593, -2.660], [-2.048, -3.677, -4.108], [-2.720, -2.903, -0.802], [-4.073, -3.186, -1.416], [-2.983, -2.563, 0.259], [-2.148, -3.826, -0.687], [-4.602, -3.830, -0.699], [-4.690, -2.284, -1.524], [-4.011, -3.734, -2.368], [-2.688, -0.477, -2.606], [-3.177, -0.923, -3.988], [-2.071, 0.431, -2.734], [-3.545, -0.180, -1.975], [-3.761, -0.089, -4.411], [-2.347, -1.118, -4.683], [-3.841, -1.799, -3.933], [-0.573, 0.694, 3.915], [0.504, -0.699, 3.412], [-0.088, -1.984, 4.548], [0.000, -1.105, 1.983], [-0.320, 1.060, 4.920], [-1.620, 0.355, 3.893], [-0.404, 1.514, 3.205], [-1.175, -2.083, 4.411], [0.404, -2.913, 4.220], [0.193, -1.782, 5.598]], "forces_ev_per_angstrom": [[-0.507, 0.016, -0.272], [0.408, -0.330, -0.848], [0.509, 0.491, 0.795], [-0.519, -0.267, 0.690], [0.155, 0.332, -0.001], [-0.344, -0.392, -0.192], [0.157, -1.534, 2.249], [0.364, 1.252, -1.813], [0.368, 0.080, -0.133], [-1.369, 1.284, 1.040], [1.267, 0.722, 0.117], [-2.746, -1.049, -0.250], [1.259, -0.499, 0.124], [0.452, 0.485, -0.723], [2.960, 0.326, -1.413], [-0.227, 0.230, -0.084], [-0.020, 0.317, -0.035], [-0.034, 0.195, -0.373], [0.233, 0.031, -0.059], [0.029, -0.123, -0.180], [-0.371, -0.666, 0.392], [0.152, -0.708, -0.850], [-0.777, 0.065, -0.053], [-0.346, 0.253, 0.195], [-0.248, 0.599, -0.079], [0.207, -0.602, 0.255], [0.278, 0.007, 0.132], [-0.056, -0.173, -0.205], [0.155, 0.099, -0.211], [0.062, 0.102, 0.275], [-0.347, -0.128, -0.250], [-0.247, -0.087, 0.497], [0.068, -0.005, -0.691], [0.155, -0.322, -0.059], [0.096, 0.326, 0.046], [0.282, 0.070, 0.132], [-0.006, -0.357, 0.020], [-0.214, 0.393, -0.051], [-0.342, -0.255, -0.141], [0.322, 0.508, 0.248], [0.100, 0.135, -0.242], [0.001, -0.189, 0.248], [0.165, -0.231, -0.066], [0.023, 0.229, -0.230], [-0.129, -0.178, 0.419], [0.666, 0.411, 0.178], [-0.833, -0.099, 1.128], [0.500, -0.062, 0.245], [-0.083, -0.125, -0.240], [-0.376, 0.203, -0.247], [-0.211, -0.063, 0.572], [-0.339, 0.117, 0.243], [0.029, 0.244, -0.353], [0.301, -0.118, 0.389], [-0.111, 0.327, -0.780], [-0.812, -0.525, 0.378], [0.185, -0.270, -0.261], [0.090, 0.088, 0.241], [-0.113, 0.031, -0.396], [0.278, -0.199, -0.166], [0.092, 0.329, 0.284], [0.226, 0.121, -0.125], [-0.315, 0.142, -0.151], [-0.181, -0.241, 0.173], [0.351, -0.173, -0.032], [0.174, -0.370, 0.035], [-0.286, -0.044, 0.287], [0.318, 0.272, -0.085], [0.159, -0.288, 0.148], [-0.738, -0.031, -0.572], [-0.027, -0.178, -0.318], [-0.841, -0.099, 1.151], [0.073, -0.333, -0.257], [0.298, 0.131, 0.112], [0.122, -0.217, 0.312], [0.305, 0.061, 0.220], [-0.131, 0.357, 0.118], [-0.148, 0.150, -0.598]], "mulliken_charge": [-0.32, 0.18, -0.42, -0.47, -0.55, -0.44, 0.02, 0.21, 1.32, 2.60, -0.81, -0.87, -0.44, -0.57, 0.06, 0.79, 0.44, 0.45, 0.40, 0.40, 0.50, -2.27, 0.54, 0.93, -0.71, -1.49, 0.43, 0.57, 0.46, 0.25, 0.26, 0.05, -1.64, 0.04, 0.36, 0.45, 0.22, 0.27, 0.24, -1.52, 0.30, -0.28, 0.47, 0.31, 0.24, -0.12, 1.00, -0.19, -1.37, 0.10, 0.49, 0.45, 0.28, 0.26, -0.48, -1.40, 0.13, 0.74, 0.48, 0.29, 0.28, -0.41, -1.34, 0.32, 0.31, 0.44, 0.33, 0.26, -0.87, 0.44, -0.96, -0.51, 0.53, 0.22, 0.29, 0.27, 0.35, 0.41], "gap_ev": 5.272, "e_homo_ev": -12.465, "energy_ha": -6618.7164, "total_charge": 2}

=====

{"formula": "C27H44BrNOP2SZr", "method": "wB97M-V/def2-TZVPD", "elements": ["C", "C", "C", "C", "N", "C", "C", "C", "C", "C", "C", "C", "C", "C", "Zr", "P", "H", "H", "H", "H", "H", "H", "H", "H", "C", "C", "H", "H", "H", "H", "H", "C", "C", "H", "H", "H", "H", "H", "C", "C", "H", "H", "H", "H", "H", "Br", "P", "C", "C", "H", "H", "H", "H", "H", "C", "C", "H", "H", "H", "H", "H", "C", "C", "H", "H", "H", "H", "H", "C", "S", "C", "O", "H", "H", "H", "H", "H", "H"], "positions_angstrom": [[0.224, 5.058, 0.299], [0.298, 4.031, -0.653], [0.403, 4.441, -1.994], [0.165, 5.780, -2.345], [0.022, 6.723, -1.418], [0.057, 6.382, -0.125], [0.119, 2.603, -0.362], [-0.042, 1.555, -1.193], [-0.826, 1.189, -2.322], [-0.630, 0.004, -3.106], [-1.707, -0.548, -3.724], [-3.097, 0.044, -3.636], [-2.978, 1.544, -3.385], [-1.967, 1.994, -2.599], [-0.370, 0.801, 0.666], [2.052, -0.001, 0.929], [0.611, 3.751, -2.796], [0.278, 4.834, 1.354], [0.091, 6.124, -3.391], [-0.042, 7.211, 0.589], [-2.027, 2.984, -2.133], [0.389, -0.448, -3.107], [-3.815, 2.199, -3.688], [-1.604, -1.396, -4.403], [1.646, -1.195, 2.273], [2.306, -2.568, 2.202], [0.555, -1.304, 2.332], [1.927, -0.683, 3.202], [1.998, -3.125, 3.096], [1.992, -3.146, 1.322], [3.396, -2.489, 2.230], [2.632, -1.028, -0.486], [3.524, -0.307, -1.492], [1.738, -1.388, -1.008], [3.155, -1.888, -0.037], [3.598, -0.899, -2.412], [3.152, 0.684, -1.772], [4.541, -0.169, -1.111], [3.661, 0.678, 1.532], [4.795, -0.313, 1.869], [3.420, 1.263, 2.434], [4.016, 1.378, 0.761], [5.737, 0.250, 1.967], [4.649, -0.825, 2.830], [4.974, -1.082, 1.099], [-4.299, -0.536, -2.329], [-1.984, -1.805, -0.535], [-0.372, -2.755, -0.531], [-0.390, -4.284, -0.662], [0.021, -2.460, 0.463], [0.186, -2.244, -1.329], [0.614, -4.721, -0.517], [-1.018, -4.755, 0.110], [-0.710, -4.664, -1.640], [-2.739, -2.942, 0.797], [-3.920, -3.918, 0.685], [-2.787, -2.276, 1.661], [-1.896, -3.586, 1.029], [-4.363, -4.078, 1.684], [-4.727, -3.638, 0.007], [-3.541, -4.906, 0.360], [-2.877, -2.848, -1.769], [-2.298, -3.424, -2.961], [-3.564, -0.255, -4.637], [-3.922, -3.119, -1.626], [-2.691, -2.964, -3.887], [-1.214, -3.260, -2.943], [-2.535, -4.493, -3.086], [0.536, 3.636, 4.449], [0.559, 1.951, 3.832], [-0.974, 1.489, 4.628], [0.151, 2.030, 2.324], [0.784, 3.625, 5.515], [-0.451, 4.078, 4.296], [1.280, 4.233, 3.920], [-1.627, 2.363, 4.704], [-1.480, 0.705, 4.064], [-0.767, 1.119, 5.634]], "forces_ev_per_angstrom": [[-0.292, 0.142, 0.309], [0.326, -0.164, -0.291], [-0.636, 0.458, -0.650], [0.419, -0.186, 0.197], [-0.409, -0.097, 0.344], [0.395, -0.113, -0.135], [0.095, 0.523, -0.318], [-1.066, 0.328, -2.850], [0.709, 0.436, 1.081], [0.026, -1.335, -0.298], [0.729, -0.040, 0.474], [1.609, 1.302, -3.715], [-0.439, -0.103, 0.465], [-1.068, 0.755, -0.399], [0.644, 1.244, 2.254], [2.272, -1.378, -0.016], [-0.101, -0.304, -0.043], [-0.236, -0.034, 0.072], [0.259, -0.381, 0.591], [0.091, -0.473, -0.261], [0.132, -0.257, -0.479], [-0.896, 0.358, -0.398], [0.405, -0.442, 0.342], [0.234, 0.299, 0.393], [-0.045, 0.235, 0.027], [-0.218, -0.402, 0.364], [-0.350, -0.202, 0.154], [-0.050, -0.061, -0.074], [0.134, -0.019, -0.224], [0.180, 0.154, 0.241], [-0.288, -0.084, -0.134], [-0.436, -0.141, -0.155], [0.362, 0.270, -0.163], [0.382, -0.108, 0.182], [-0.279, 0.250, -0.314], [0.034, 0.088, 0.247], [-0.075, -0.072, 0.039], [-0.213, -0.053, -0.075], [-0.032, 1.077, 0.145], [0.113, -0.509, 0.031], [0.138, 0.024, -0.319], [-0.229, -0.067, 0.252], [-0.431, -0.041, -0.084], [-0.076, 0.210, -0.305], [-0.130, 0.374, 0.225], [-1.206, -0.764, 0.970], [-0.638, -3.237, 0.480], [-0.139, 0.546, -0.628], [0.387, -0.599, 0.158], [0.221, -0.118, -0.468], [0.295, -0.514, 0.338], [-0.303, 0.437, 0.010], [0.250, 0.064, -0.384], [0.101, 0.248, 0.411], [0.368, 0.539, 1.348], [-0.191, -0.341, 0.047], [-0.625, -0.090, 0.154], [0.063, 0.281, 0.143], [0.213, 0.178, -0.478], [-0.071, 0.123, 0.289], [-0.224, 0.435, 0.004], [-0.577, 1.295, -1.190], [1.260, -0.086, -0.112], [0.277, 0.920, 1.336], [0.259, 0.076, 0.538], [-0.364, -0.213, 0.400], [-0.313, -0.205, -0.496], [-0.153, 0.149, 0.160], [0.218, 0.520, -0.517], [-0.563, 0.332, 0.715], [-0.424, -0.151, 0.373], [-0.460, -0.436, -0.197], [0.015, -0.241, -0.071], [0.087, -0.169, -0.006], [0.131, -0.161, 0.065], [0.099, -0.173, -0.114], [0.204, -0.098, 0.001], [0.110, -0.006, -0.008]], "mulliken_charge": [-0.25, 0.83, -0.32, -0.51, -0.43, -0.48, 0.10, 0.20, 0.36, -0.26, -1.09, -0.31, -1.18, -0.49, 0.54, 0.97, 0.53, 0.40, 0.39, 0.39, 0.44, 0.61, 0.49, 1.02, -0.62, -1.55, 0.56, 0.62, 0.44, 0.26, 0.39, 0.30, -1.56, -0.65, 0.73, 0.44, 0.30, 0.40, -0.49, -1.37, 0.41, 0.49, 0.42, 0.37, 0.36, 0.16, 1.07, -0.48, -1.32, 0.55, 0.05, 0.50, 0.37, 0.37, -0.71, -1.29, 0.52, 0.19, 0.40, 0.29, 0.37, -0.15, -1.74, 0.59, 0.48, 0.34, 0.48, 0.45, -1.20, 0.56, -1.07, -0.47, 0.46, 0.43, 0.40, 0.42, 0.28, 0.45], "gap_ev": 5.018, "e_homo_ev": -18.856, "de_lowest_kcal_mol": 30.63, "energy_ha": -4885.4115, "total_charge": 4}

=====

no.,LUMO level (eV)
1,-7.2
2,-13.8